No. 1
Molecular formula: C51H56As2Ge2N3O3Pb
Method: DFT, wB97M-V/def2-TZVPD

HOMO energy (alpha / beta): -5.17 / -8.09 eV
2S+1: 2
HOMO-LUMO gap (alpha / beta): 5.5796 / 8.2672 eV

Last column: Mulliken charge in e.
Atoms and positions in Å:
Pb1 -0.6029 0.8647 0.1457  1.31
N1 -2.0473 0.4430 2.8965  -0.17
C1 -2.9678 -0.6779 3.1133  -1.70
C2 -2.9376 -1.7060 1.9810  1.04
O1 -3.9581 -1.9052 1.3224  -0.58
N2 -1.8077 -2.4158 1.7402  0.71
C3 -0.6493 -2.3717 2.6282  -1.15
C4 0.3556 -1.2359 2.3236  -0.43
O2 0.5691 -1.0118 1.0832  1.07
O3 0.8411 -0.6199 3.2816  -0.67
H1 -2.4283 1.2767 3.3255  0.27
H2 -1.1541 0.2764 3.3606  0.12
H3 -2.8127 -1.1745 4.0777  0.31
H4 -3.9893 -0.3050 3.0950  0.48
H5 -0.9482 -2.3177 3.6769  0.32
H6 -0.1026 -3.3095 2.5009  0.63
C5 2.9784 2.5490 -0.6771  -0.98
C6 3.0677 3.0340 0.7643  -1.79
As1 1.4800 2.8595 1.9416  0.56
C7 2.2438 3.8790 3.4347  0.11
C8 2.5566 3.1541 4.5817  -0.36
C9 3.1158 3.7885 5.6843  -0.64
C10 3.3559 5.1535 5.6496  -0.42
C11 3.0397 5.8843 4.5115  -0.70
C12 2.4881 5.2491 3.4090  -0.33
C13 0.3315 4.2577 1.1767  -0.05
C14 -0.9771 4.3206 1.6570  -0.54
C15 -1.8964 5.2044 1.1164  -0.65
C16 -1.5231 6.0414 0.0721  -0.50
C17 -0.2240 5.9998 -0.4058  -0.91
C18 0.6970 5.1151 0.1457  0.28
As2 2.1326 0.7971 -0.9932  1.15
C19 2.3841 0.6949 -2.9194  0.18
C20 1.3037 0.2571 -3.6788  -0.78
C21 1.3948 0.1889 -5.0635  -0.91
C22 2.5692 0.5629 -5.6974  -0.50
C23 3.6533 1.0021 -4.9479  -0.76
C24 3.5622 1.0677 -3.5655  -0.10
C25 3.4779 -0.3882 -0.2658  0.94
C26 4.3775 -1.0873 -1.0605  -0.58
C27 5.3242 -1.9164 -0.4714  -0.73
C28 5.3697 -2.0508 0.9073  -0.74
C29 4.4609 -1.3631 1.7006  -0.81
C30 3.5107 -0.5378 1.1195  -0.65
H7 3.9847 2.4974 -1.1000  0.56
H8 2.4047 3.2414 -1.2972  0.51
H9 3.3676 4.0855 0.7765  0.82
H10 3.8481 2.4876 1.2980  0.72
H11 2.3580 2.0874 4.6140  0.48
H12 3.3572 3.2151 6.5705  0.39
H13 3.7851 5.6507 6.5104  0.37
H14 3.2216 6.9517 4.4844  0.39
H15 2.2359 5.8301 2.5281  0.27
H16 -1.2852 3.6564 2.4568  0.25
H17 -2.9076 5.2360 1.5035  0.43
H18 -2.2418 6.7269 -0.3595  0.44
H19 0.0788 6.6567 -1.2124  0.42
H20 1.7082 5.1101 -0.2404  0.29
H21 0.3808 -0.0312 -3.1834  0.69
H22 0.5476 -0.1570 -5.6419  0.46
H23 2.6439 0.5113 -6.7762  0.39
H24 4.5731 1.2903 -5.4413  0.41
H25 4.4186 1.4010 -2.9919  0.34
H26 4.3450 -1.0002 -2.1390  0.39
H27 6.0215 -2.4614 -1.0957  0.45
H28 6.1055 -2.7006 1.3642  0.39
H29 4.4725 -1.4846 2.7764  0.50
H30 2.7643 -0.0639 1.7463  -0.03
C31 -3.1298 5.4446 -4.5524  -1.49
C32 -2.5190 4.4534 -3.6043  1.08
C33 -3.2782 3.8107 -2.6345  -1.00
C34 -2.6626 2.9197 -1.7713  -0.59
N3 -1.3615 2.6448 -1.8177  0.56
C35 -0.6281 3.2618 -2.7443  -0.40
C36 -1.1600 4.1583 -3.6521  -1.04
H31 -4.2143 5.3529 -4.5798  0.38
H32 -2.7439 5.3097 -5.5628  0.38
H33 -2.8867 6.4631 -4.2418  0.28
H34 -4.3412 3.9957 -2.5472  0.41
H35 -3.2396 2.4033 -1.0098  0.51
H36 0.4305 3.0246 -2.7654  0.25
H37 -0.5158 4.6207 -4.3896  0.50
C37 -3.4443 -7.1724 0.6066  -1.38
Ge1 -3.0578 -5.5482 1.6398  0.90
C38 -4.7498 -4.7899 2.2749  -1.31
C39 -2.0453 -6.0684 3.2460  -1.33
Ge2 -1.9019 -3.7923 0.4159  -0.84
C40 -2.7765 -3.3070 -1.2654  0.21
C41 -3.1943 -4.3484 -2.0898  -0.51
C42 -3.7481 -4.0977 -3.3402  -0.70
C43 -3.8824 -2.7933 -3.7864  -0.53
C44 -3.4635 -1.7456 -2.9774  -0.63
C45 -2.9192 -2.0019 -1.7291  0.31
C46 -0.0357 -4.1554 -0.0413  0.09
C47 0.7116 -5.1537 0.5745  0.34
C48 2.0356 -5.3851 0.2177  -0.83
C49 2.6250 -4.6225 -0.7766  -0.54
C50 1.8870 -3.6328 -1.4143  -0.47
C51 0.5717 -3.4051 -1.0485  -0.35
H38 -3.9440 -7.8930 1.2566  0.43
H39 -2.5341 -7.6323 0.2210  0.40
H40 -4.1072 -6.9617 -0.2319  0.42
H41 -5.3689 -5.5841 2.6953  0.46
H42 -5.2913 -4.2970 1.4684  0.40
H43 -4.5642 -4.0484 3.0529  0.34
H44 -2.6185 -6.8239 3.7871  0.46
H45 -1.9121 -5.2102 3.9059  0.35
H46 -1.0639 -6.4867 3.0245  0.40
H47 -3.0822 -5.3776 -1.7668  0.33
H48 -4.0697 -4.9223 -3.9643  0.39
H49 -4.3123 -2.5936 -4.7602  0.38
H50 -3.5677 -0.7221 -3.3194  0.48
H51 -2.6093 -1.1758 -1.1053  0.18
H52 0.2680 -5.7644 1.3548  0.21
H53 2.6015 -6.1607 0.7185  0.42
H54 3.6567 -4.7970 -1.0559  0.42
H55 2.3422 -3.0350 -2.1942  0.40
H56 0.0121 -2.6214 -1.5485  0.20

Atoms 1-3, force components in eV/Å:
-0.169 -0.486 0.099
0.306 -0.006 0.085
-0.159 -0.016 -0.144

=====

No. 2
Molecular formula: C4H9NO2
Method: DFT, wB97M-V/def2-TZVPD

SMILES string: COCCNC=O
HOMO energy: -9.77 eV
HOMO-LUMO gap: 10.6651 eV

Last column: Mulliken charge in e.
Atoms and positions in Å:
C1 1.4676 0.2556 -1.9390  -0.73
O1 0.4826 0.7286 -1.0550  -0.30
C2 -0.5278 -0.2207 -0.7918  -0.40
C3 -1.2812 0.2523 0.4371  -0.67
N1 -0.3714 0.4763 1.5440  -0.17
C4 -0.1400 -0.4909 2.4695  0.04
O2 -0.7794 -1.5190 2.5793  -0.56
H1 1.9445 -0.6542 -1.5440  0.32
H2 1.0589 0.0266 -2.9353  0.28
H3 2.2234 1.0396 -2.0382  0.24
H4 -0.0877 -1.2121 -0.5901  0.34
H5 -1.2062 -0.3122 -1.6549  0.33
H6 -2.0137 -0.4978 0.7465  0.36
H7 -1.8129 1.1837 0.2219  0.30
H8 0.3461 1.1735 1.4048  0.27
H9 0.6972 -0.2292 3.1451  0.34

Atoms 1-3, force components in eV/Å:
0.253 -0.075 -0.175
-0.012 0.054 0.000
-0.102 -0.185 0.016

=====

No. 3
Molecular formula: C29H46BrCuN3P2S
Method: DFT, wB97M-V/def2-TZVPD

HOMO energy (alpha / beta): -12.30 / -12.30 eV
2S+1: 2
Total charge: +2
HOMO-LUMO gap (alpha / beta): 4.2792 / 3.6151 eV

Last column: Mulliken charge in e.
Atoms and positions in Å:
N1 5.7262 4.3007 -2.2911  -0.48
C1 6.0095 3.0144 -2.4762  -0.38
C2 5.3215 1.9911 -1.8177  -0.58
C3 4.1489 2.3155 -1.0797  0.43
C4 3.9375 3.7012 -0.8049  -0.23
C5 4.7342 4.6426 -1.4681  -0.42
C6 3.1874 1.2878 -0.7619  -1.34
Cu1 1.2807 0.1176 0.3075  -0.66
P1 -3.8160 -0.8015 -0.5540  -0.34
C7 1.7853 1.5239 -0.9069  0.34
C8 0.9213 1.1156 -2.0573  0.59
C9 -0.1864 1.9256 -2.3462  -0.29
C10 -1.0697 1.6246 -3.3908  -0.47
C11 -0.8253 0.5046 -4.2131  -0.40
C12 0.3023 -0.2836 -3.9518  -0.47
C13 1.1552 -0.0129 -2.8837  -0.18
Br1 -1.9081 0.0800 -5.6424  -0.01
H1 3.5744 0.3153 -0.4192  0.56
H2 1.4391 2.4983 -0.5280  0.94
H3 5.6469 0.9662 -1.9521  0.45
H4 3.1704 4.0485 -0.1124  0.38
H5 6.8189 2.7817 -3.1731  0.38
H6 4.5484 5.7158 -1.3361  0.37
H7 -0.3711 2.7955 -1.7167  0.39
H8 2.0287 -0.6470 -2.6982  0.65
H9 -1.8723 2.3118 -3.6136  0.46
H10 0.5756 -1.0641 -4.6700  0.52
P2 0.6728 0.8191 2.3412  1.38
C14 -3.3359 -1.1319 -2.2904  0.85
C15 -4.4936 -0.8390 -3.2523  -1.36
H11 -3.0481 -2.1924 -2.3617  0.23
H12 -2.4570 -0.5158 -2.5298  -0.72
H13 -4.1652 -1.0130 -4.2821  0.36
H14 -5.3561 -1.4885 -3.0518  0.42
H15 -4.8270 0.2035 -3.1809  0.28
C16 -3.6871 1.0157 -0.4051  0.87
C17 -4.9812 1.5837 0.1879  -1.50
H16 -3.4968 1.4199 -1.4086  0.08
H17 -2.8182 1.2384 0.2301  -0.54
H18 -4.8839 2.6610 0.3470  0.45
H19 -5.8352 1.4231 -0.4798  0.37
H20 -5.2199 1.1223 1.1535  0.36
C18 -2.5291 -1.6059 0.4595  1.56
C19 -3.1073 -2.9459 0.9353  -1.42
H21 -2.3058 -0.9376 1.3112  -0.46
H22 -1.6138 -1.7454 -0.1397  -0.66
H23 -2.4949 -3.3780 1.7360  0.34
H24 -4.1415 -2.8108 1.2988  0.46
H25 -3.1461 -3.6795 0.1164  0.32
C20 0.3784 -0.7862 3.1390  -0.17
C21 0.3303 -0.7557 4.6598  -1.52
H26 1.1702 -1.4588 2.7796  0.24
H27 -0.5598 -1.1735 2.7188  -0.03
H28 1.3352 -0.8571 5.0920  0.33
H29 -0.1147 0.1683 5.0478  0.33
H30 -0.2754 -1.5925 5.0173  0.41
C22 -0.9061 1.6968 2.6210  -0.39
C23 -0.9597 3.0081 1.8500  -1.20
H31 -1.0491 1.8620 3.6987  0.51
H32 -1.6963 1.0029 2.2886  0.34
H33 -0.3088 3.7625 2.3062  0.37
H34 -0.6506 2.8819 0.8081  0.11
H35 -1.9806 3.4006 1.8494  0.43
C24 1.7759 1.7403 3.4947  -0.55
C25 3.1757 1.1377 3.5606  -1.05
H36 1.3053 1.8161 4.4878  0.53
H37 1.8269 2.7572 3.0801  0.39
H38 3.8438 1.8501 4.0579  0.43
H39 3.2020 0.2022 4.1279  0.23
H40 3.5710 0.9342 2.5595  0.17
C26 1.3759 -4.9638 1.5737  -0.80
N2 0.7002 -4.4156 0.4059  0.22
C27 -0.2325 -5.1069 -0.3413  -0.30
C28 -0.5430 -4.3366 -1.4092  -0.65
N3 0.1774 -3.1599 -1.2744  0.32
C29 0.9613 -3.1860 -0.1419  0.05
S1 2.1069 -2.0558 0.3987  -0.60
H41 2.4634 -4.9033 1.4558  0.38
H42 1.0808 -4.4340 2.4869  0.29
H43 1.0790 -6.0125 1.6566  0.32
H44 -0.5720 -6.0825 -0.0455  0.48
H45 -1.1873 -4.5279 -2.2466  0.49
H46 0.1833 -2.3846 -1.9405  0.03

Atoms 1-3, force components in eV/Å:
-0.131 0.047 -0.348
-0.134 -0.051 0.501
-0.546 -0.101 0.005

=====

No. 4
Molecular formula: C21H23Cl2N3O3S2
Method: DFT, wB97M-V/def2-TZVPD

SMILES string: Cc1ccc(NS(=O)(=O)c2ccc(Cl)c(NC(=S)NC(=O)C3CCCCC3)c2)cc1Cl
HOMO energy: -8.63 eV
HOMO-LUMO gap: 8.7584 eV

Last column: Mulliken charge in e.
Atoms and positions in Å:
C1 2.2933 -0.4499 -3.0455  -1.43
C2 1.5152 0.7303 -2.5620  0.45
C3 0.6731 1.4375 -3.4130  -0.99
C4 -0.1037 2.4877 -2.9655  -0.22
C5 -0.0629 2.8575 -1.6250  -0.32
N1 -0.9526 3.8391 -1.1714  -0.29
S1 -2.5946 3.4442 -1.2255  1.32
O1 -3.3003 4.5837 -0.7309  -0.71
O2 -2.8957 2.9394 -2.5256  -0.64
C6 -2.6865 2.1261 -0.0093  -0.14
C7 -3.3507 2.3524 1.1816  -0.43
C8 -3.3436 1.3686 2.1540  -0.63
C9 -2.5954 0.2139 1.9683  0.79
Cl1 -2.6718 -1.0230 3.1578  -0.17
C10 -1.8359 0.0348 0.8037  -0.85
N2 -0.9519 -1.0352 0.6535  -0.03
C11 0.0490 -1.2989 1.5213  -0.09
S2 0.4170 -0.4222 2.8616  -0.30
N3 0.8414 -2.3984 1.2344  0.13
C12 0.9750 -3.0450 0.0381  0.21
O3 0.3494 -2.7067 -0.9517  -0.74
C13 1.8906 -4.2574 0.0221  0.85
C14 2.7423 -4.5097 1.2691  -1.66
C15 3.8918 -3.5113 1.4113  -0.28
C16 4.7598 -3.5323 0.1574  -1.06
C17 3.9075 -3.1969 -1.0613  0.37
C18 2.7830 -4.2140 -1.2276  -1.35
C19 -1.9608 0.9719 -0.2201  -0.45
C20 0.8048 2.1977 -0.7583  -0.36
C21 1.5729 1.1494 -1.2355  0.80
Cl2 2.5956 0.3178 -0.1170  -0.15
H1 1.8657 -1.3619 -2.6283  0.13
H2 2.2562 -0.5151 -4.1289  0.45
H3 3.3321 -0.3874 -2.7276  0.37
H4 0.6200 1.1462 -4.4509  0.37
H5 -0.7745 3.0055 -3.6290  0.50
H6 -0.7250 4.2397 -0.2728  0.42
H7 -3.8809 3.2811 1.3148  0.51
H8 -3.9073 1.4904 3.0652  0.45
H9 -0.8348 -1.4621 -0.2715  0.41
H10 1.4905 -2.6181 1.9787  0.24
H11 1.1945 -5.0999 -0.0961  0.32
H12 2.1233 -4.5306 2.1700  0.37
H13 3.1743 -5.5086 1.1658  0.54
H14 3.5201 -2.4946 1.5568  0.23
H15 4.4894 -3.7728 2.2869  0.36
H16 5.5701 -2.8084 0.2560  0.42
H17 5.2056 -4.5221 0.0343  0.38
H18 4.5251 -3.1888 -1.9611  0.41
H19 3.4831 -2.2003 -0.9328  -0.44
H20 3.2109 -5.2050 -1.3911  0.50
H21 2.1694 -3.9626 -2.0939  0.47
H22 -1.4738 0.8003 -1.1660  0.64
H23 0.8611 2.4796 0.2830  0.31

Atoms 1-3, force components in eV/Å:
0.020 0.004 0.014
-0.012 -0.017 0.084
-0.032 0.013 0.132